[1]
Density functional theory data (ωB97M-V/def2-TZVPD) for 7 unconnected molecules or ions with the total composition C13H27Cl12NO2.

- ΔE to the lowest compared entry with this formula, charge and spin (kcal/mol) = 0.00
- highest occupied orbital energy (eV) = -10.549
- SMILES = C[N+](=O)[O-].ClCCCl.ClCCCl.ClCCCl.ClCCCl.ClCCCl.ClCCCl
- calculated total energy (eV) = -169772.1842
- orbital gap (eV) = 10.50

Structure (ORCA input):
```
! RIJCOSX wB97M-V def2-TZVPD def2/J DEFGRID3
* xyz 0 1
C -0.10 -19.18 14.94
N -0.58 -20.17 13.94
O -0.15 -21.30 14.06
O -1.36 -19.79 13.09
H -0.57 -18.22 14.75
H 0.98 -19.13 14.84
H -0.31 -19.59 15.93
Cl 2.40 -17.48 19.16
C 3.41 -18.97 19.18
C 4.14 -19.07 20.49
Cl 5.31 -17.72 20.66
H 4.07 -18.95 18.32
H 2.71 -19.80 19.06
H 4.71 -19.98 20.57
H 3.42 -19.00 21.31
Cl 1.71 -23.03 18.24
C 1.88 -22.32 16.60
C 3.35 -22.18 16.29
Cl 3.57 -21.67 14.60
H 1.35 -21.37 16.62
H 1.37 -22.97 15.89
H 3.81 -23.16 16.39
H 3.87 -21.46 16.91
Cl 8.75 -18.38 14.36
C 7.17 -18.60 13.57
C 6.16 -19.28 14.45
Cl 5.91 -18.41 15.99
H 7.35 -19.20 12.68
H 6.81 -17.62 13.26
H 6.45 -20.30 14.71
H 5.20 -19.31 13.95
Cl 5.44 -26.53 17.88
C 3.73 -26.15 18.11
C 2.87 -26.55 16.94
Cl 3.36 -25.74 15.43
H 3.61 -25.08 18.29
H 3.42 -26.67 19.01
H 1.84 -26.25 17.16
H 2.89 -27.62 16.75
Cl 5.94 -21.29 18.60
C 7.48 -20.39 18.78
C 8.47 -20.85 17.72
Cl 10.05 -20.07 18.04
H 7.86 -20.57 19.78
H 7.27 -19.33 18.65
H 8.16 -20.54 16.73
H 8.63 -21.92 17.77
Cl 0.69 -27.01 11.97
C -0.31 -25.63 12.49
C 0.47 -24.67 13.35
Cl 1.60 -23.68 12.40
H -1.13 -26.05 13.08
H -0.72 -25.14 11.61
H 1.06 -25.22 14.08
H -0.21 -23.99 13.87
*
```

These are the natural (NBO) partial charges, in e, on atoms 1 to 8:
1. C -0.4874
2. N 0.5358
3. O -0.3956
4. O -0.3610
5. H 0.2370
6. H 0.2393
7. H 0.2308
8. Cl -0.0722


[2]
Density functional theory data (ωB97M-V/def2-TZVPD) for 2 unconnected molecules or ions with the total composition C13H27Cl2N4O2 in a non-equilibrium geometry.

- highest occupied orbital energy (eV) = -11.835
- calculated total energy (eV) = -49011.7490
- orbital gap (eV) = 9.01

Structure (ORCA input):
```
! RIJCOSX wB97M-V def2-TZVPD def2/J DEFGRID3
* xyz 1 1
C 2.83 -0.20 1.63
C 2.50 -0.82 0.29
O 1.20 -1.47 0.39
N 1.01 -2.26 -0.71
C 0.28 -3.35 -0.72
N 0.28 -4.07 -1.88
C -0.18 -5.42 -1.56
C -0.88 -5.23 -0.22
N -0.32 -3.96 0.33
C -1.41 -3.29 1.13
C -1.11 -2.13 2.06
C -1.55 -0.76 1.50
C -0.79 0.43 2.08
N -0.42 1.44 1.09
C -1.46 2.15 0.50
C -1.21 2.68 -0.89
O -2.49 2.34 1.08
H 3.91 -0.23 1.80
H 2.47 0.83 1.70
H 2.35 -0.78 2.43
H 2.45 -0.07 -0.50
H 3.24 -1.58 0.01
H 1.54 -2.02 -1.54
H -0.04 -3.61 -2.72
H 0.68 -6.09 -1.48
H -0.86 -5.80 -2.33
H -0.70 -6.05 0.47
H -1.96 -5.14 -0.35
H -1.79 -4.12 1.73
H -2.21 -3.03 0.43
H -0.07 -2.11 2.36
H -1.69 -2.33 2.97
H -2.62 -0.63 1.67
H -1.41 -0.78 0.41
H 0.12 0.10 2.58
H -1.40 0.95 2.82
H 0.21 1.09 0.38
H -0.34 2.22 -1.37
H -1.06 3.76 -0.85
H -2.10 2.47 -1.49
Cl 1.23 5.10 -1.99
C 1.32 6.88 -2.12
C 0.07 7.54 -1.60
Cl -1.34 7.19 -2.62
H 1.49 7.12 -3.17
H 2.18 7.20 -1.54
H 0.21 8.62 -1.60
H -0.16 7.21 -0.59
*
```

These are the natural (NBO) partial charges, in e, on atoms 1 to 8:
1. C -0.6433
2. C -0.0847
3. O -0.3448
4. N -0.2386
5. C 0.6536
6. N -0.6009
7. C -0.2346
8. C -0.2264


[3]
Density functional theory data (ωB97M-V/def2-TZVPD) for a molecular structure, C13H27ClIIrN2OP2 in a non-equilibrium geometry.

- ΔE to the lowest compared entry with this formula, charge and spin (kcal/mol) = 28.58
- ⟨S²⟩ = 8.7709
- highest occupied orbital energy (spin up / spin down) (eV) = -15.588 / -18.422
- calculated total energy (eV) = -60954.2048
- orbital gap (spin up / spin down) (eV) = 4.55 / 4.05

Structure (ORCA input):
```
! RIJCOSX wB97M-V def2-TZVPD def2/J DEFGRID3
* xyz 3 6
C -0.52 -0.24 -3.46
I -2.68 -0.11 -1.91
H 0.55 -0.28 -3.12
H -0.73 0.67 -4.02
H -0.79 -1.17 -3.96
Ir -0.19 -0.10 -1.52
P 0.17 2.14 -1.40
C -1.46 3.00 -1.18
C 1.27 2.90 -0.18
H 1.38 3.92 -0.53
H 0.90 3.87 -2.79
H 2.26 2.42 -0.16
H 1.76 2.39 -3.24
H -1.89 2.75 -0.20
H 0.84 2.88 0.82
C 0.80 2.82 -2.99
H -1.29 4.08 -1.25
H 0.08 2.64 -3.79
H -2.17 2.69 -1.96
P 0.16 -2.31 -1.12
C -1.46 -3.11 -0.76
C 0.74 -3.19 -2.62
H 2.28 -2.41 0.09
H 1.39 -3.94 -0.04
H 0.90 -2.73 1.17
C 1.30 -2.88 0.17
H 1.68 -2.79 -2.97
H 0.87 -4.21 -2.29
H -1.25 -4.18 -0.63
H -2.17 -2.97 -1.60
H -0.01 -3.13 -3.41
H -1.91 -2.71 0.16
Cl 2.39 -0.02 -1.32
N 0.61 0.36 5.98
C -0.50 0.40 5.20
O -1.59 0.58 5.70
C -0.35 0.27 3.71
C 0.83 0.24 2.95
C 0.76 0.09 1.56
N -0.39 0.05 0.86
C -1.52 0.10 1.56
C -1.53 0.22 2.96
H 0.47 0.39 6.97
H 1.48 -0.07 5.68
H 1.84 0.35 3.39
H 1.68 0.00 0.98
H -2.49 0.04 1.05
H -2.51 0.28 3.45
*
```

These are the natural (NBO) partial charges, in e, on atoms 1 to 8:
1. C -0.7487
2. I 0.3953
3. H 0.2866
4. H 0.2485
5. H 0.2575
6. Ir 0.4254
7. P 1.1680
8. C -0.9445


[4]
Density functional theory data (ωB97M-V/def2-TZVPD) for 3 unconnected molecules or ions with the total composition C13H27F3I2N6O3P in a non-equilibrium geometry.

- ΔE to the lowest compared entry with this formula, charge and spin (kcal/mol) = 97.73
- highest occupied orbital energy (eV) = -10.864
- calculated total energy (eV) = -62632.0418
- orbital gap (eV) = 5.49

Structure (ORCA input):
```
! RIJCOSX wB97M-V def2-TZVPD def2/J DEFGRID3
* xyz 1 1
C 1.71 4.50 3.36
C 1.86 3.27 2.23
I 2.73 3.84 0.31
C 1.39 1.87 2.57
I 0.56 1.68 4.64
N 1.44 0.74 1.58
C 2.80 0.26 1.21
C 4.00 0.42 2.30
C 4.00 -0.75 3.49
F 5.46 -0.95 3.81
F 3.38 -0.29 4.76
F 3.52 -2.07 3.02
C 0.42 -0.34 1.81
N 0.61 -1.56 2.41
N -1.01 -0.04 1.31
P -2.21 -1.09 2.10
N -3.01 -0.26 3.48
O -3.51 -1.25 0.91
H 0.53 4.61 3.50
H 2.03 5.52 2.84
H 2.27 4.28 4.36
H 2.70 -0.89 0.90
H 3.18 0.80 0.21
H 4.13 1.51 2.75
H 5.01 0.22 1.71
H 0.87 -1.72 3.41
H 0.47 -2.44 1.83
H -1.19 0.93 1.70
H -2.88 0.78 3.43
H -2.71 -0.65 4.40
H -3.50 -0.34 0.46
C 0.70 1.41 -2.15
O 1.40 0.73 -1.40
N 1.04 1.79 -3.43
C 0.16 2.60 -4.25
C 2.31 1.37 -3.97
H -0.29 1.79 -1.84
H -0.09 2.04 -5.16
H 0.68 3.52 -4.52
H -0.76 2.84 -3.72
H 2.36 0.28 -3.98
H 3.12 1.75 -3.34
H 2.44 1.74 -4.99
C -4.37 -2.29 -3.63
O -3.99 -2.05 -4.77
N -4.05 -3.42 -2.90
C -4.55 -3.63 -1.56
C -3.19 -4.42 -3.49
H -5.03 -1.60 -3.09
H -3.70 -3.72 -0.87
H -5.13 -4.56 -1.54
H -5.19 -2.80 -1.24
H -2.23 -3.96 -3.75
H -3.66 -4.79 -4.41
H -3.03 -5.25 -2.80
*
```

These are the natural (NBO) partial charges, in e, on atoms 1 to 8:
1. C -0.6889
2. C -0.1502
3. I 0.2412
4. C -0.0961
5. I 0.1972
6. N -0.4901
7. C -0.2614
8. C -0.5203


[5]
Density functional theory data (ωB97M-V/def2-TZVPD) for a molecular structure, C13H27FNO6S2.

- highest occupied orbital energy (eV) = -5.728
- calculated total energy (eV) = -52081.0330
- orbital gap (eV) = 8.52

Structure (ORCA input):
```
! RIJCOSX wB97M-V def2-TZVPD def2/J DEFGRID3
* xyz -1 1
C 2.91 -2.52 0.61
C 3.11 -1.53 -0.04
C 3.31 -0.19 -0.58
C 1.99 0.55 -0.88
C 0.92 0.41 0.21
S -0.62 -0.05 -0.57
O -1.03 1.10 -1.36
O -0.37 -1.25 -1.33
N -1.54 -0.26 0.73
S -2.94 -0.95 0.48
O -3.87 -0.12 -0.23
O -2.89 -2.34 0.15
F -3.47 -0.93 1.98
H 2.64 -3.43 1.10
H 3.94 0.39 0.09
H 3.87 -0.28 -1.52
H 1.58 0.26 -1.85
H 2.23 1.62 -0.98
H 0.74 1.33 0.77
H 1.14 -0.38 0.93
C 1.02 -5.05 6.06
C 1.93 -4.19 5.20
O 1.50 -4.04 3.87
C 0.23 -3.42 3.69
C 0.14 -2.02 4.25
H 0.90 -6.04 5.61
H 1.44 -5.17 7.06
H 0.03 -4.62 6.17
H 2.91 -4.66 5.13
H 2.09 -3.21 5.68
H -0.56 -4.06 4.11
H 0.06 -3.39 2.61
H 0.29 -1.99 5.33
H -0.84 -1.59 4.03
H 0.90 -1.38 3.79
C -1.60 5.95 -5.41
C -0.70 4.72 -5.52
O -0.39 4.12 -4.28
C -1.50 3.64 -3.52
C -2.32 2.58 -4.23
H -1.14 6.70 -4.76
H -1.75 6.39 -6.40
H -2.58 5.70 -5.00
H 0.26 5.02 -5.94
H -1.14 3.99 -6.20
H -2.13 4.48 -3.21
H -1.08 3.20 -2.62
H -2.79 2.96 -5.14
H -3.11 2.23 -3.57
H -1.70 1.73 -4.50
*
```

These are the natural (NBO) partial charges, in e, on atoms 1 to 8:
1. C -0.2641
2. C 0.0094
3. C -0.4778
4. C -0.3998
5. C -0.6705
6. S 2.3092
7. O -1.0011
8. O -0.9737


[6]
Density functional theory data (ωB97M-V/def2-TZVPD) for a molecular structure, C13H27I2OP2Sc in a non-equilibrium geometry.

- ΔE to the lowest compared entry with this formula, charge and spin (kcal/mol) = 4.61
- highest occupied orbital energy (spin up / spin down) (eV) = -15.055 / -15.108
- calculated total energy (eV) = -71429.6421
- orbital gap (spin up / spin down) (eV) = 4.14 / 4.40

Structure (ORCA input):
```
! RIJCOSX wB97M-V def2-TZVPD def2/J DEFGRID3
* xyz 2 1
I -1.58 0.37 -4.35
I 2.94 -0.83 -2.27
Sc 0.28 -0.10 -2.28
P 0.47 2.36 -1.39
C 0.18 3.54 -2.76
C -0.62 2.98 -0.06
H -0.32 3.99 0.24
H 2.11 3.92 -0.49
H -0.53 2.30 0.80
H 2.36 2.25 0.14
H -0.85 3.45 -3.11
H -1.66 2.97 -0.39
C 2.11 2.85 -0.75
H 0.38 4.56 -2.41
H 2.86 2.65 -1.52
H 0.86 3.28 -3.58
P -0.81 -2.32 -1.35
C -1.65 -3.21 -2.69
C 0.35 -3.54 -0.67
H -1.67 -1.63 0.79
H -2.28 -3.26 0.33
H -2.99 -1.77 -0.40
C -2.07 -2.24 -0.03
H 0.89 -3.12 0.19
H -0.20 -4.44 -0.35
H -1.99 -4.19 -2.32
H -0.94 -3.35 -3.52
H 1.08 -3.80 -1.43
H -2.50 -2.63 -3.06
C -1.94 0.51 -1.46
O -2.96 0.80 -1.01
C 1.56 -1.34 2.99
C 0.70 -0.16 2.54
C -0.71 -0.28 3.13
C 1.36 1.15 3.00
C 0.60 -0.16 1.10
C 0.48 -0.14 -0.13
H 1.60 -1.38 4.09
H 2.58 -1.23 2.61
H 1.14 -2.29 2.63
H -0.67 -0.23 4.22
H -1.35 0.55 2.77
H -1.17 -1.23 2.85
H 2.39 1.21 2.63
H 0.80 2.02 2.65
H 1.40 1.18 4.10
*
```

These are the natural (NBO) partial charges, in e, on atoms 1 to 8:
1. I -0.1644
2. I 0.4114
3. Sc 0.6962
4. P 0.9910
5. C -0.9342
6. C -0.9302
7. H 0.2716
8. H 0.2708


[7]
Density functional theory data (ωB97M-V/def2-TZVPD) for a molecular structure, C13H27KN3O3Ta in a non-equilibrium geometry.

- ΔE to the lowest compared entry with this formula, charge and spin (kcal/mol) = 27.21
- highest occupied orbital energy (eV) = -16.256
- calculated total energy (eV) = -42395.4117
- orbital gap (eV) = 7.57

Structure (ORCA input):
```
! RIJCOSX wB97M-V def2-TZVPD def2/J DEFGRID3
* xyz 2 1
N -1.32 -1.51 -0.29
C -2.44 -2.07 -0.32
O -3.51 -2.06 -0.97
K -2.56 0.10 -1.87
Ta 0.16 -0.35 0.28
N -0.83 1.35 0.74
N 1.21 0.12 -1.32
C -1.90 1.46 1.87
C 1.74 -0.49 -2.62
C -3.26 1.64 1.20
C -1.57 2.65 2.78
C -1.83 0.17 2.62
C 2.09 0.61 -3.63
C 2.97 -1.34 -2.29
C 0.62 -1.35 -3.16
H -3.31 2.50 0.52
H -4.03 1.80 1.98
H -3.56 0.73 0.66
H -0.56 2.58 3.18
H -2.27 2.62 3.63
H -1.70 3.62 2.30
H -1.99 -0.71 1.98
H -2.63 0.16 3.38
H -0.87 0.06 3.16
H 1.24 1.28 -3.80
H 2.34 0.13 -4.59
H 2.95 1.20 -3.33
H 3.77 -0.76 -1.83
H 3.37 -1.78 -3.22
H 2.71 -2.17 -1.62
H 0.28 -2.10 -2.42
H 0.99 -1.90 -4.05
H -0.23 -0.75 -3.49
C 2.09 1.28 -0.80
H 1.73 1.53 0.19
H 3.14 0.98 -0.73
H 2.00 2.17 -1.44
C -0.52 2.70 0.10
H 0.09 3.34 0.76
H 0.04 2.51 -0.81
H -1.43 3.24 -0.17
C 1.31 -3.68 2.97
C 0.52 -2.89 1.91
O -0.44 -3.40 1.36
O 0.93 -1.60 1.60
H 0.85 -4.65 3.08
H 1.28 -3.16 3.92
H 2.33 -3.81 2.64
*
```

These are the natural (NBO) partial charges, in e, on atoms 1 to 8:
1. N -0.9143
2. C 0.9331
3. O -0.4925
4. K 0.9749
5. Ta 2.4146
6. N -0.7683
7. N -0.7422
8. C 0.1420


[8]
Density functional theory data (ωB97M-V/def2-TZVPD) for a molecular structure, C13H28AlCl2INO3S in a non-equilibrium geometry.

- ΔE to the lowest compared entry with this formula, charge and spin (kcal/mol) = 9.84
- highest occupied orbital energy (eV) = -4.796
- calculated total energy (eV) = -72148.3297
- orbital gap (eV) = 7.42

Structure (ORCA input):
```
! RIJCOSX wB97M-V def2-TZVPD def2/J DEFGRID3
* xyz -1 1
C 3.85 1.17 1.44
C 2.73 1.61 0.49
C 2.80 0.86 -0.84
C 1.56 1.10 -1.73
N 0.65 -0.03 -1.91
Al -0.23 -0.67 -0.35
C -1.43 0.70 0.52
C -1.35 2.13 -0.04
C -2.57 2.98 0.26
S -2.86 3.18 2.00
O -1.66 3.05 2.77
O -3.55 4.42 2.18
O -3.86 2.00 2.32
C -1.45 -2.18 -1.02
I -2.87 -2.82 0.47
C -2.10 -1.67 -2.35
C -3.58 -1.96 -2.59
C 1.05 -1.50 1.03
Cl 0.18 -1.52 2.64
C 1.52 -2.94 0.63
C 2.96 -3.17 1.06
Cl 0.58 -4.27 1.38
H 4.74 1.79 1.37
H 3.48 1.11 2.46
H 4.15 0.16 1.18
H 2.75 2.68 0.32
H 1.80 1.31 0.96
H 2.97 -0.20 -0.68
H 3.67 1.24 -1.37
H 1.04 1.98 -1.34
H 1.93 1.39 -2.71
H 1.22 -0.80 -2.25
H -2.46 0.36 0.38
H -1.30 0.76 1.60
H -0.49 2.61 0.41
H -1.18 2.13 -1.11
H -3.43 2.49 -0.18
H -2.48 3.98 -0.14
H -3.91 1.97 3.30
H -0.82 -3.02 -1.30
H -2.00 -0.59 -2.35
H -1.51 -2.03 -3.19
H -3.83 -1.70 -3.62
H -3.79 -3.02 -2.47
H -4.20 -1.36 -1.94
H 1.96 -0.95 1.23
H 1.43 -3.03 -0.45
H 2.99 -3.42 2.11
H 3.36 -4.02 0.52
H 3.57 -2.29 0.88
*
```

These are the natural (NBO) partial charges, in e, on atoms 1 to 8:
1. C -0.6110
2. C -0.4010
3. C -0.3987
4. C -0.2119
5. N -1.1596
6. Al 1.8427
7. C -1.0561
8. C -0.4002